Entry 1:
{
  "formula": "C39H31F10N4OPS2Sc",
  "method": "ωB97M-V with the def2-TZVPD basis set",
  "e_homo_ev": [-2.3, -2.3],
  "charge": -2,
  "multiplicity": 2,
  "e_lumo_ev": [3.98, 2.76],
  "symbols": ["Sc", "C", "C", "N", "N", "C", "S", "S", "C", "C", "C", "C", "C", "C", "C", "C", "C", "C", "C", "C", "C", "O", "H", "H", "H", "H", "H", "H", "H", "H", "H", "H", "H", "H", "H", "H", "C", "C", "C", "C", "N", "C", "C", "H", "H", "H", "H", "H", "H", "H", "F", "P", "F", "F", "F", "F", "F", "F", "C", "C", "C", "C", "C", "C", "C", "C", "N", "H", "H", "H", "H", "H", "H", "F", "C", "F", "F", "C", "C", "C", "C", "C", "C", "C", "C", "H", "H", "H", "H"],
  "positions_angstrom": [[0.706, -0.124, -0.841], [3.248, 2.123, 1.569], [2.513, 1.133, 2.429], [3.106, 0.078, 2.821], [2.515, -0.658, 3.863], [1.541, -1.459, 3.598], [0.620, -1.772, 2.209], [1.003, -2.354, 5.110], [-0.308, -1.198, 5.613], [-0.005, -0.456, 6.887], [1.237, 0.154, 7.073], [1.500, 0.872, 8.226], [0.536, 0.984, 9.224], [-0.693, 0.370, 9.055], [-0.958, -0.347, 7.893], [1.153, 1.560, 2.847], [0.910, 2.010, 4.136], [-0.353, 2.422, 4.537], [-1.395, 2.362, 3.621], [-1.169, 1.921, 2.328], [0.109, 1.538, 1.897], [0.296, 1.126, 0.658], [4.208, 1.733, 1.235], [3.437, 3.016, 2.175], [2.655, 2.432, 0.709], [-1.257, -1.727, 5.707], [-0.425, -0.491, 4.787], [1.983, 0.034, 6.293], [2.466, 1.347, 8.354], [0.749, 1.544, 10.127], [-1.452, 0.444, 9.827], [-1.925, -0.822, 7.760], [1.730, 2.014, 4.845], [-0.522, 2.758, 5.554], [-2.399, 2.647, 3.918], [-1.982, 1.829, 1.620], [5.667, -3.990, 1.001], [4.582, -3.089, 0.487], [3.300, -3.563, 0.245], [2.324, -2.686, -0.187], [2.566, -1.393, -0.407], [3.798, -0.933, -0.199], [4.824, -1.743, 0.248], [5.283, -4.985, 1.223], [6.102, -3.579, 1.914], [6.471, -4.089, 0.268], [3.042, -4.597, 0.433], [1.308, -3.024, -0.349], [3.958, 0.114, -0.399], [5.799, -1.309, 0.432], [2.276, 1.382, -1.470], [3.102, 2.095, -2.799], [1.808, 1.816, -3.703], [3.685, 0.651, -3.157], [4.339, 2.343, -1.796], [3.873, 2.790, -4.014], [2.457, 3.502, -2.334], [0.843, -0.804, -2.632], [-0.952, 2.031, -2.107], [-1.741, 2.784, -1.232], [-1.237, 3.962, -0.629], [-2.040, 4.741, 0.168], [-3.373, 4.369, 0.391], [-3.882, 3.184, -0.163], [-3.075, 2.399, -0.950], [-4.217, 5.194, 1.189], [-4.905, 5.871, 1.818], [0.034, 2.354, -2.416], [-1.352, 1.124, -2.547], [-0.201, 4.230, -0.795], [-1.648, 5.633, 0.638], [-4.903, 2.891, 0.046], [-3.445, 1.466, -1.357], [-7.212, -5.971, -0.218], [-6.791, -5.452, -1.384], [-6.559, -6.501, -2.205], [-7.858, -4.813, -1.918], [-5.605, -4.565, -1.240], [-5.087, -4.246, 0.010], [-3.989, -3.412, 0.110], [-3.385, -2.873, -1.037], [-3.919, -3.213, -2.288], [-5.017, -4.045, -2.389], [-2.261, -2.010, -0.923], [-1.329, -1.234, -0.771], [-5.538, -4.652, 0.905], [-3.570, -3.164, 1.076], [-3.454, -2.812, -3.179], [-5.418, -4.296, -3.363]],
  "mulliken_spin": [0.040, 0.000, -0.002, 0.000, 0.000, 0.000, 0.000, 0.000, 0.000, 0.000, 0.000, 0.000, 0.000, 0.000, 0.000, -0.005, 0.002, 0.003, 0.000, 0.016, -0.007, -0.044, 0.000, 0.000, 0.000, 0.000, 0.000, 0.000, 0.000, 0.000, 0.000, 0.000, 0.000, 0.000, 0.000, 0.006, 0.000, 0.001, -0.001, 0.000, 0.000, 0.000, -0.001, 0.000, 0.000, 0.000, 0.000, 0.000, 0.000, 0.000, 0.012, 0.004, 0.001, 0.000, 0.000, 0.000, 0.001, 0.001, 0.459, -0.061, 0.156, -0.070, 0.182, -0.070, 0.159, -0.031, 0.078, 0.091, 0.055, 0.007, -0.003, -0.003, 0.012, 0.000, 0.000, 0.000, 0.000, 0.000, 0.000, 0.000, 0.001, 0.000, 0.000, 0.001, 0.005, 0.000, 0.000, 0.000, 0.000]
}

***

Entry 2:
{
  "formula": "C39H31InN6O3S3",
  "method": "ωB97M-V with the def2-TZVPD basis set",
  "e_homo_ev": -7.9,
  "multiplicity": 1,
  "e_lumo_ev": 0.04,
  "symbols": ["In", "O", "C", "C", "C", "C", "C", "C", "C", "N", "C", "C", "N", "C", "C", "C", "C", "C", "C", "C", "O", "H", "H", "H", "H", "H", "H", "H", "H", "H", "H", "H", "H", "H", "H", "N", "C", "C", "C", "C", "C", "C", "N", "C", "C", "C", "S", "C", "N", "H", "H", "H", "H", "H", "H", "H", "O", "S", "C", "C", "C", "C", "C", "C", "C", "C", "C", "C", "C", "C", "H", "H", "H", "H", "H", "H", "H", "H", "H", "H", "S", "C", "N"],
  "positions_angstrom": [[0.649, -0.762, 1.063], [1.630, -0.309, 2.828], [2.887, -0.589, 3.027], [3.347, -0.567, 4.365], [4.653, -0.822, 4.689], [5.602, -1.116, 3.696], [5.187, -1.144, 2.394], [3.849, -0.889, 2.014], [3.611, -0.973, 0.594], [2.513, -0.819, -0.053], [2.470, -0.974, -1.507], [2.213, 0.350, -2.247], [1.215, 1.199, -1.603], [0.089, 0.688, -1.417], [-1.784, 0.850, 0.105], [-3.011, 1.719, 0.114], [-4.165, 1.229, 0.541], [-4.286, -0.210, 0.991], [-2.916, -0.755, 1.367], [-2.162, -0.651, 0.003], [-1.022, -1.435, -0.047], [2.606, -0.349, 5.123], [4.955, -0.802, 5.729], [6.631, -1.322, 3.955], [5.903, -1.371, 1.610], [4.502, -1.201, 0.001], [1.670, -1.683, -1.735], [3.408, -1.399, -1.873], [1.931, 0.106, -3.275], [3.141, 0.922, -2.287], [-0.207, -0.308, -1.714], [-2.895, 2.737, -0.237], [-5.054, 1.848, 0.552], [-5.034, -0.312, 1.780], [-2.967, -1.797, 1.684], [0.863, 3.903, 1.863], [2.140, 4.015, 1.338], [3.031, 5.079, 1.264], [4.250, 4.826, 0.663], [4.564, 3.556, 0.154], [3.668, 2.508, 0.227], [2.435, 2.744, 0.829], [1.365, 1.892, 1.047], [0.470, 2.612, 1.655], [-0.783, 2.029, 2.094], [-1.614, 2.420, 3.060], [-2.879, 1.292, 3.455], [-2.065, 0.040, 2.351], [-1.114, 0.774, 1.488], [0.316, 4.632, 2.284], [2.786, 6.058, 1.655], [4.978, 5.623, 0.582], [5.532, 3.400, -0.304], [3.910, 1.529, -0.166], [-1.516, 3.324, 3.644], [-1.533, -0.616, 3.037], [-0.878, 1.434, -0.793], [-2.077, -0.078, -3.499], [-3.431, -0.372, -2.372], [-3.264, -1.089, -1.045], [-4.590, -1.127, -0.212], [-5.863, -0.753, -0.901], [-5.875, -0.184, -2.100], [-4.625, 0.014, -2.836], [-1.536, -1.715, -3.952], [-1.592, -2.065, -5.299], [-1.125, -3.304, -5.717], [-0.617, -4.207, -4.793], [-0.553, -3.856, -3.451], [-0.993, -2.608, -3.028], [-2.980, -2.114, -1.293], [-4.705, -2.133, 0.201], [-6.784, -0.937, -0.359], [-6.805, 0.102, -2.575], [-4.678, 0.462, -3.820], [-2.005, -1.364, -6.012], [-1.170, -3.568, -6.766], [-0.271, -5.180, -5.117], [-0.149, -4.552, -2.725], [-0.898, -2.332, -1.983], [0.918, -3.284, 1.640], [-0.280, -3.057, 2.799], [-1.135, -2.861, 3.559]],
  "mulliken_charge": [1.423, -0.483, 0.051, -0.685, -0.429, -0.818, -1.185, 1.354, -0.028, 0.060, -0.723, -1.057, -0.241, -1.303, 2.176, -2.326, -1.226, 0.142, -0.539, 0.966, -0.811, 0.454, 0.415, 0.408, 0.368, 0.224, 0.056, 0.713, 0.484, 0.450, 1.166, 0.576, 0.399, 0.759, 0.663, 0.005, 0.606, -1.300, -0.499, -1.196, -0.203, 0.261, 0.601, -0.055, -1.187, -0.338, -0.381, -0.486, 0.567, 0.237, 0.433, 0.400, 0.432, 0.353, 0.468, 0.746, -0.366, -0.468, -0.492, -0.710, 0.149, -1.133, -0.647, -0.126, 0.734, -0.395, -0.522, -0.542, -1.476, 0.276, 1.005, 0.590, 0.422, 0.418, 0.454, 0.416, 0.389, 0.392, 0.474, 0.578, -0.378, 0.691, -0.649]
}

***

Entry 3:
{
  "formula": "C39H31N5O2PY",
  "method": "ωB97M-V with the def2-TZVPD basis set",
  "e_homo_ev": [-11.2, -10.9],
  "charge": 2,
  "multiplicity": 1,
  "e_lumo_ev": [-5.83, -5.82],
  "symbols": ["Y", "C", "C", "C", "C", "N", "C", "C", "C", "C", "C", "C", "N", "C", "C", "C", "C", "C", "N", "H", "H", "H", "H", "H", "H", "H", "H", "H", "H", "H", "O", "C", "O", "C", "C", "C", "C", "C", "C", "P", "C", "C", "C", "C", "C", "C", "C", "C", "C", "C", "C", "C", "H", "H", "H", "H", "H", "H", "H", "H", "H", "H", "H", "H", "H", "H", "N", "C", "C", "C", "C", "C", "N", "H", "H", "H", "H", "H", "H"],
  "positions_angstrom": [[-0.966, 1.029, -0.589], [-2.229, 4.530, 2.652], [-2.844, 5.491, 1.874], [-3.057, 5.204, 0.538], [-2.650, 3.983, 0.019], [-1.999, 3.058, 0.755], [-1.822, 3.353, 2.054], [-2.915, 3.652, -1.407], [-3.805, 4.399, -2.163], [-3.976, 4.100, -3.502], [-3.251, 3.059, -4.048], [-2.411, 2.325, -3.226], [-2.245, 2.609, -1.923], [-1.567, 1.238, -3.778], [-1.838, 0.667, -5.011], [-0.922, -0.209, -5.570], [0.250, -0.458, -4.886], [0.415, 0.101, -3.635], [-0.481, 0.909, -3.045], [-2.040, 4.681, 3.705], [-3.154, 6.441, 2.288], [-3.519, 5.941, -0.100], [-1.321, 2.626, 2.672], [-4.368, 5.203, -1.718], [-4.650, 4.685, -4.113], [-3.321, 2.832, -5.100], [-2.749, 0.912, -5.535], [-1.116, -0.665, -6.531], [1.019, -1.104, -5.286], [1.320, -0.098, -3.084], [0.033, -3.095, -3.316], [0.653, -2.915, -2.317], [0.443, -1.742, -1.557], [1.693, -3.736, -1.682], [2.177, -4.934, -2.189], [3.161, -5.586, -1.468], [3.635, -5.046, -0.273], [3.140, -3.847, 0.222], [2.156, -3.187, -0.499], [1.232, -1.668, -0.045], [0.266, -2.377, 1.313], [0.661, -2.371, 2.647], [-0.096, -3.047, 3.597], [-1.226, -3.755, 3.219], [-1.611, -3.777, 1.883], [-0.878, -3.083, 0.938], [2.644, -0.573, 0.363], [3.455, -0.740, 1.484], [4.495, 0.147, 1.738], [4.772, 1.175, 0.851], [4.007, 1.312, -0.302], [2.948, 0.450, -0.533], [1.788, -5.335, -3.116], [3.566, -6.523, -1.827], [4.402, -5.575, 0.278], [3.523, -3.454, 1.155], [1.543, -1.835, 2.966], [0.214, -3.030, 4.635], [-1.798, -4.300, 3.959], [-2.490, -4.330, 1.578], [-1.206, -3.090, -0.096], [3.293, -1.553, 2.176], [5.099, 0.024, 2.628], [5.588, 1.858, 1.047], [4.228, 2.095, -1.015], [2.338, 0.596, -1.413], [-2.315, -0.605, 2.382], [-1.186, 0.065, 2.726], [-0.783, 0.113, 4.074], [0.361, 0.787, 4.412], [1.124, 1.401, 3.411], [0.679, 1.299, 2.122], [-0.467, 0.667, 1.760], [-2.930, -0.944, 3.102], [-2.707, -0.540, 1.463], [-1.381, -0.388, 4.824], [0.680, 0.823, 5.446], [2.044, 1.924, 3.631], [1.248, 1.750, 1.313]],
  "mulliken_charge": [0.638, -1.281, -0.604, -1.005, 1.000, 0.092, -0.186, 0.909, -0.923, -0.786, -1.058, 0.805, 0.055, 0.894, -0.765, -0.612, -0.881, 0.023, -0.253, 0.472, 0.463, 0.309, 0.611, 0.318, 0.477, 0.332, 0.350, 0.458, 0.433, 0.580, -0.588, 0.290, 0.257, 0.315, -0.720, -0.667, -0.747, -0.541, 0.802, 0.272, 1.525, -0.305, -0.787, -0.740, -0.907, -0.750, 1.862, -0.665, -0.974, -0.716, -0.824, -0.463, 0.555, 0.428, 0.472, 0.318, 0.129, 0.526, 0.444, 0.469, 0.426, 0.143, 0.487, 0.440, 0.480, 0.067, -0.038, -0.366, -0.893, -0.804, -1.201, -0.568, 2.161, 0.307, 0.148, 0.534, 0.515, 0.559, 0.468]
}

***

The ΔE to the lowest compared entry with this formula, charge and spin results, record by record, are as follows: 33.6; 43.1; 145.5 kcal per mole.